Entry 1:
Computed, not measured: a cluster of 2 separate species, C5H7NO in total at a distorted geometry, with ωB97M-V/def2-TZVPD.

Values from the calculation:
**Total energy**: -8829.7004 eV
**F_max**: 0.0210 Eh/bohr
**Lowest unoccupied orbital energy (spin up / spin down)**: -0.0400 / -0.0395 Ha
**Relative energy (zero: lowest compared OMol25 entry of this formula, charge and spin)**: 627.38 kJ/mol

Last column: Mulliken charge in e.
Cartesian coordinates (Å):
1 C 1.19803 -0.38221 2.38645  -0.513
2 C -0.99254 0.09148 0.55998  -1.194
3 C -0.28339 0.19529 -0.76717  1.339
4 C -0.42505 -0.82908 -1.81082  -0.649
5 O -1.09296 0.41908 -1.90750  -0.441
6 C 0.95381 0.97564 -0.74399  -0.172
7 N 1.93683 1.58040 -0.67355  -0.411
8 H -0.39071 -0.47619 1.29948  0.328
9 H 1.00503 0.62355 2.82335  0.226
10 H 1.92835 -0.14106 1.58185  0.212
11 H -1.92446 -0.46228 0.42696  0.391
12 H -1.23214 1.08233 0.95440  0.318
13 H 0.38058 -0.98862 -2.52512  0.304
14 H -1.06137 -1.68833 -1.60432  0.260

Entry 2:
Computed, not measured: an isolated molecule of C5H7NO at a distorted geometry, with ωB97M-V/def2-TZVPD.

Values from the calculation:
**Total energy**: -8831.7810 eV
**F_max**: 0.1647 Eh/bohr
**Lowest unoccupied orbital energy**: -0.0070 Ha
**SMILES**: C=C/C(N)=C\C=O
**Relative energy (zero: lowest compared OMol25 entry of this formula, charge and spin)**: 426.64 kJ/mol

Last column: Mulliken charge in e.
Cartesian coordinates (Å):
1 C -0.09533 0.31204 -0.03786  0.831
2 C -0.50519 -1.06619 0.07084  -0.381
3 C -1.87501 -1.31683 -0.06306  -0.652
4 C 1.19852 0.77430 -0.17282  -0.496
5 C 2.48336 0.02903 0.11387  0.108
6 H -1.96652 0.91115 -0.01329  0.141
7 H -1.11969 2.18002 -0.33162  0.256
8 H 0.31202 -1.72145 0.35697  0.365
9 H -2.40952 -0.37372 -0.65929  0.185
10 H -2.28400 -2.27878 0.30690  0.297
11 H 1.40960 1.93146 0.26287  0.100
12 H 3.31899 0.67830 0.70549  0.222
13 N -1.04255 1.13460 -0.16625  -0.411
14 O 2.57532 -1.19394 -0.37273  -0.564

Q: The highest F_max belongs to which entry?
A: number 2